(1)
{
  "formula": "C35H41Cl40FO5S",
  "method": "ωB97M-V with the def2-TZVPD basis set",
  "max_force_ev_per_a": 4.404,
  "homo_energy_ev": -8.5,
  "lumo_ev": -0.0476,
  "multiplicity": 1,
  "elements": ["C", "C", "F", "C", "C", "C", "C", "C", "C", "C", "O", "C", "C", "O", "C", "C", "C", "C", "C", "C", "C", "C", "C", "C", "C", "C", "C", "C", "S", "O", "O", "O", "H", "H", "H", "H", "H", "H", "H", "H", "H", "H", "H", "H", "H", "H", "H", "H", "H", "H", "H", "H", "H", "H", "H", "H", "H", "H", "H", "H", "H", "H", "H", "H", "H", "H", "H", "H", "H", "H", "H", "H", "H", "Cl", "C", "Cl", "Cl", "Cl", "Cl", "C", "Cl", "Cl", "Cl", "Cl", "C", "Cl", "Cl", "Cl", "Cl", "C", "Cl", "Cl", "Cl", "Cl", "C", "Cl", "Cl", "Cl", "Cl", "C", "Cl", "Cl", "Cl", "Cl", "C", "Cl", "Cl", "Cl", "Cl", "C", "Cl", "Cl", "Cl", "Cl", "C", "Cl", "Cl", "Cl", "Cl", "C", "Cl", "Cl", "Cl"],
  "coordinates": [[-6.121, -4.113, 1.234], [-5.670, -3.362, -0.060], [-4.728, -4.116, -0.797], [-5.131, -1.903, 0.220], [-5.741, -0.962, -0.883], [-5.760, 0.570, -0.493], [-4.563, 1.026, 0.401], [-4.789, 2.467, 0.975], [-3.155, 0.985, -0.297], [-3.172, 1.103, -1.869], [-2.042, 1.912, -2.260], [-0.823, 1.223, -1.969], [0.022, 2.127, -1.018], [1.339, 1.618, -0.766], [1.248, 0.302, -0.230], [0.352, 0.119, 0.873], [0.198, -1.204, 1.410], [0.913, -2.300, 0.849], [0.776, -3.802, 1.334], [-0.350, -3.858, 2.415], [2.157, -4.117, 2.053], [0.527, -4.646, 0.031], [-0.350, -5.935, 0.157], [-0.108, -6.738, -1.198], [-1.910, -5.644, 0.162], [0.083, -6.930, 1.307], [1.842, -2.090, -0.255], [2.020, -0.783, -0.815], [-4.550, -0.115, 1.878], [-3.207, -0.389, 2.356], [-5.269, 0.575, 2.937], [-5.420, -1.481, 1.565], [-5.503, -3.889, 2.126], [-5.979, -5.203, 1.019], [-7.214, -3.992, 1.419], [-6.573, -3.320, -0.718], [-4.027, -1.947, 0.030], [-6.822, -1.251, -0.973], [-5.310, -1.148, -1.896], [-6.681, 0.708, 0.133], [-5.926, 1.226, -1.382], [-5.838, 2.589, 1.302], [-4.057, 2.594, 1.813], [-4.476, 3.189, 0.185], [-2.593, 1.879, 0.074], [-2.536, 0.102, 0.003], [-4.059, 1.614, -2.289], [-3.030, 0.064, -2.270], [-0.253, 1.154, -2.934], [-0.970, 0.181, -1.613], [0.165, 3.099, -1.556], [-0.504, 2.412, -0.071], [-0.217, 0.959, 1.312], [-0.509, -1.336, 2.244], [-0.394, -4.826, 2.970], [-0.101, -3.098, 3.200], [-1.326, -3.573, 1.968], [2.336, -3.239, 2.726], [2.061, -5.039, 2.660], [2.987, -4.127, 1.316], [0.125, -4.008, -0.784], [1.537, -4.992, -0.323], [0.945, -7.075, -1.316], [-0.819, -7.602, -1.163], [-0.416, -6.128, -2.087], [-2.304, -5.507, 1.198], [-2.055, -4.646, -0.332], [-2.486, -6.381, -0.436], [1.125, -6.791, 1.658], [-0.083, -7.961, 0.901], [-0.660, -6.838, 2.139], [2.411, -2.915, -0.721], [2.706, -0.540, -1.671], [3.484, 0.633, -2.915], [4.805, 0.288, -4.048], [4.276, 0.650, -5.700], [6.208, 1.290, -3.643], [5.247, -1.424, -3.930], [4.215, 4.260, -4.488], [3.700, 4.980, -2.952], [2.701, 3.820, -2.061], [5.128, 5.393, -1.988], [2.762, 6.449, -3.275], [3.890, -7.070, 3.027], [4.972, -6.323, 4.216], [5.131, -4.592, 3.869], [4.302, -6.540, 5.841], [6.564, -7.094, 4.125], [7.379, -4.574, 1.426], [8.664, -3.651, 2.221], [8.809, -4.165, 3.910], [10.200, -3.935, 1.385], [8.271, -1.925, 2.163], [5.175, 4.982, 2.418], [3.667, 5.733, 1.870], [4.039, 7.082, 0.786], [2.698, 4.541, 0.994], [2.760, 6.330, 3.271], [-2.147, -4.770, -3.204], [-1.205, -3.615, -4.162], [-0.275, -2.564, -3.077], [-0.094, -4.497, -5.223], [-2.301, -2.627, -5.143], [0.613, 10.515, -1.739], [2.361, 10.708, -1.949], [3.214, 9.617, -0.849], [2.803, 10.306, -3.616], [2.819, 12.383, -1.597], [1.592, 7.402, 6.262], [2.917, 8.036, 7.253], [2.980, 9.799, 7.095], [2.644, 7.604, 8.948], [4.449, 7.339, 6.704], [4.121, 6.157, -6.994], [5.080, 7.482, -6.315], [5.887, 8.361, -7.625], [4.015, 8.587, -5.427], [6.295, 6.823, -5.208], [-7.584, 5.761, 2.167], [-7.228, 5.665, 0.436], [-7.668, 4.056, -0.167], [-8.163, 6.894, -0.430], [-5.499, 5.946, 0.172]],
  "mulliken_charge": [-1.38, 0.49, -0.28, 0.61, -1.04, -1.36, 1.31, -1.49, -0.21, -0.62, -0.49, 0.17, -0.52, 0.33, 0.15, -0.11, -0.11, -0.17, 2.95, -1.99, -1.75, -1.01, 2.63, -1.55, -1.45, -1.42, -0.57, -1.03, 1.32, -0.60, -0.77, -0.46, 0.30, 0.40, 0.35, 0.23, -0.05, 0.63, 0.28, 0.46, 0.28, 0.50, 0.45, 0.26, 0.17, -0.20, 0.22, 0.34, 0.33, -0.08, 0.47, 0.07, 0.29, 0.27, 0.21, 0.68, 0.18, 0.44, 0.31, 0.46, -0.43, 0.27, 0.42, 0.51, 0.08, 0.28, 0.04, 0.41, -0.11, 0.50, 0.31, 0.37, -0.19, 0.04, 0.21, -0.10, -0.09, -0.13, -0.05, 0.08, 0.04, -0.11, -0.04, -0.10, 0.32, -0.07, -0.11, -0.08, -0.05, 0.32, -0.08, -0.10, -0.09, -0.12, 0.13, -0.05, 0.04, -0.04, -0.05, 0.20, 0.01, -0.10, -0.11, -0.10, 0.29, -0.02, -0.06, -0.10, -0.09, 0.36, -0.09, -0.09, -0.09, -0.08, 0.26, -0.11, -0.06, -0.07, -0.10, 0.36, -0.08, -0.11, -0.10]
}



(2)
{
  "formula": "C5H6Cl2SSi",
  "method": "ωB97M-V with the def2-TZVPD basis set",
  "max_force_ev_per_a": 4.047,
  "homo_energy_ev": -9.4,
  "e_above_lowest_ev": 1.464,
  "lumo_ev": -0.4514,
  "multiplicity": 1,
  "elements": ["C", "C", "C", "C", "C", "Si", "S", "Cl", "Cl", "H", "H", "H", "H", "H", "H"],
  "coordinates": [[1.477, 0.604, 2.259], [1.390, 0.606, 0.881], [0.278, 0.264, 2.865], [0.145, 0.248, 0.402], [-1.724, -0.123, -2.351], [-0.141, -0.358, -1.385], [-0.923, -0.027, 1.649], [-0.579, -3.060, -1.059], [1.552, -0.345, -2.399], [2.421, 1.010, 2.882], [2.194, 0.878, 0.201], [0.054, 0.425, 3.835], [-1.506, 0.450, -3.344], [-2.130, -1.138, -2.587], [-2.506, 0.567, -1.849]],
  "nbo_charge": [-0.25, -0.22, -0.38, -0.79, -1.21, 1.70, 0.55, -0.62, -0.32, 0.24, 0.23, 0.23, 0.27, 0.30, 0.27]
}



(3)
{
  "formula": "C21H23NO5",
  "method": "ωB97M-V with the def2-TZVPD basis set",
  "max_force_ev_per_a": 0.552,
  "homo_energy_ev": -8.4,
  "e_above_lowest_ev": 1.741,
  "lumo_ev": 0.6141,
  "multiplicity": 1,
  "elements": ["C", "O", "C", "O", "C", "C", "N", "C", "O", "C", "C", "O", "C", "C", "C", "C", "C", "C", "C", "C", "C", "C", "C", "C", "C", "C", "O", "H", "H", "H", "H", "H", "H", "H", "H", "H", "H", "H", "H", "H", "H", "H", "H", "H", "H", "H", "H", "H", "H", "H"],
  "coordinates": [[3.092, 4.038, 0.712], [2.901, 2.642, 0.516], [2.821, 2.232, -0.741], [2.860, 2.950, -1.704], [2.598, 0.724, -0.824], [1.095, 0.439, -0.657], [0.891, -0.982, -0.814], [0.133, -1.571, -1.785], [0.246, -2.741, -2.085], [-0.877, -0.668, -2.517], [-1.875, -1.506, -3.317], [-1.514, 0.293, -1.696], [-2.073, -0.057, -0.491], [-2.153, -1.355, -0.006], [-2.708, -1.594, 1.238], [-3.188, -0.549, 2.000], [-3.122, 0.756, 1.526], [-3.645, 1.885, 2.360], [-2.563, 1.011, 0.275], [-2.479, 2.414, -0.247], [1.725, -1.743, 0.044], [1.366, -3.014, 0.479], [2.168, -3.708, 1.364], [3.334, -3.135, 1.845], [3.697, -1.869, 1.432], [2.902, -1.167, 0.532], [3.341, 0.082, 0.180], [3.084, 4.197, 1.787], [4.046, 4.352, 0.285], [2.290, 4.600, 0.230], [2.920, 0.383, -1.821], [0.535, 1.013, -1.390], [0.789, 0.744, 0.352], [-0.299, -0.060, -3.231], [-1.334, -2.228, -3.921], [-2.552, -2.041, -2.656], [-2.460, -0.855, -3.961], [-1.786, -2.188, -0.582], [-2.762, -2.607, 1.608], [-3.618, -0.743, 2.971], [-4.452, 2.403, 1.843], [-4.025, 1.516, 3.309], [-2.860, 2.613, 2.559], [-1.849, 3.026, 0.400], [-3.468, 2.870, -0.275], [-2.064, 2.422, -1.249], [0.459, -3.461, 0.112], [1.875, -4.696, 1.685], [3.961, -3.672, 2.539], [4.597, -1.394, 1.787]],
  "nbo_charge": [-0.26, -0.49, 0.78, -0.58, 0.00, -0.24, -0.45, 0.68, -0.60, 0.02, -0.63, -0.52, 0.28, -0.32, -0.17, -0.24, -0.01, -0.63, 0.01, -0.66, 0.05, -0.13, -0.25, -0.20, -0.24, 0.27, -0.47, 0.20, 0.20, 0.20, 0.20, 0.25, 0.22, 0.21, 0.24, 0.22, 0.22, 0.22, 0.21, 0.21, 0.22, 0.22, 0.22, 0.21, 0.22, 0.24, 0.23, 0.21, 0.22, 0.22]
}



(4)
{
  "formula": "C9H17F2NOS",
  "method": "ωB97M-V with the def2-TZVPD basis set",
  "max_force_ev_per_a": 4.670,
  "homo_energy_ev": -8.6,
  "e_above_lowest_ev": 0.000,
  "lumo_ev": -0.1883,
  "multiplicity": 1,
  "elements": ["C", "C", "C", "C", "C", "C", "C", "C", "C", "N", "O", "F", "F", "S", "H", "H", "H", "H", "H", "H", "H", "H", "H", "H", "H", "H", "H", "H", "H", "H", "H"],
  "coordinates": [[-0.861, -2.173, -0.088], [-1.035, -0.876, 0.759], [-0.238, -0.882, 1.948], [-2.257, 1.157, 1.399], [-2.670, 0.065, -0.931], [3.556, -0.946, -3.154], [1.787, 0.209, -1.803], [-1.859, 0.105, 0.310], [2.215, -0.236, -3.194], [0.681, 1.023, -1.728], [1.018, 1.564, 0.704], [2.155, 0.843, -4.046], [1.333, -1.117, -3.736], [0.134, 1.662, -0.413], [-0.822, -2.165, -1.200], [-1.672, -2.850, 0.283], [0.301, -1.928, 1.826], [-0.578, -0.787, 2.932], [0.569, -0.058, 1.861], [-1.455, 1.480, 2.067], [-2.948, 0.699, 2.065], [-2.851, 1.951, 0.868], [-2.533, -0.856, -1.449], [-3.694, 0.280, -0.617], [-2.453, 0.925, -1.545], [3.929, -1.120, -2.069], [3.602, -1.982, -3.567], [4.289, -0.461, -3.823], [2.654, 0.661, -1.285], [1.852, -0.717, -1.186], [0.075, -2.617, 0.261]],
  "nbo_charge": [-0.65, 0.02, -0.68, -0.67, -0.65, -0.70, -0.33, -0.01, 0.68, -0.76, -0.92, -0.34, -0.35, 1.51, 0.23, 0.22, 0.21, 0.23, 0.27, 0.23, 0.22, 0.21, 0.23, 0.22, 0.23, 0.22, 0.24, 0.25, 0.22, 0.22, 0.20]
}